Version one
Below is an isolated molecule of C3H8N2O2, with properties calculated with ωB97M-V/def2-TZVPD.

Its SMILES is NCC(=O)NCO. The spin multiplicity is 1. Its lowest unoccupied orbital energy is 0.54 eV. The value obtained for the HOMO energy is -9.22 eV.

Last column: natural (NBO) charge in e.
Cartesian coordinates (Å):
O: 0.88525 -0.71390 -1.59356  -0.623
C: 0.25396 -0.43100 -0.59700  0.673
N: -1.09521 -0.18030 -0.69336  -0.659
C: -1.92426 0.57135 0.27241  0.089
O: -1.22412 1.64987 0.84136  -0.728
C: 0.95912 -0.33287 0.76533  -0.338
N: 2.30562 -0.85528 0.83900  -0.831
H: -1.36881 -0.21865 -1.66697  0.399
H: -1.95456 -0.18670 1.05819  0.180
H: -2.86545 0.84408 -0.17384  0.184
H: -1.38149 2.49831 0.44248  0.481
H: 0.37399 -0.91328 1.50284  0.192
H: 0.78139 0.68077 1.10771  0.241
H: 2.61358 -1.38771 0.03828  0.382
H: 2.95513 -0.08476 0.91949  0.357

***

Version two
Below is a cluster of 2 separate species, C3H8N2O2 in total, with properties calculated with ωB97M-V/def2-TZVPD.

Its SMILES is [H]/N=C/C.O/C=N\O. The spin multiplicity is 1. Its lowest unoccupied orbital energy is 0.67 eV. The value obtained for the HOMO energy is -9.33 eV.

Last column: natural (NBO) charge in e.
Cartesian coordinates (Å):
C: -1.59838 -0.97548 1.82470  -0.672
C: -0.95861 0.04138 0.94775  0.135
N: -1.53747 0.65230 0.03227  -0.625
H: -0.82416 1.16738 -0.60912  0.363
H: 0.18919 0.05791 0.98100  0.113
H: -1.49479 -0.68249 2.87245  0.221
H: -2.65463 -1.06499 1.58176  0.229
H: -1.10107 -1.93950 1.69591  0.223
C: 1.71416 0.64420 -0.51937  0.331
O: 0.68446 0.28266 -2.48820  -0.610
O: 2.39679 -0.49783 -0.65035  -0.661
N: 0.90063 1.14815 -1.37908  -0.239
H: 0.10158 0.79228 -3.06069  0.492
H: 2.05740 -0.95620 -1.43662  0.504
H: 2.12490 1.33024 0.20760  0.195

***

Stability check: which of them is most stable? version one.

***

Version one
Below is a cluster of 2 separate species, C3H8N2O2 in total, with properties calculated with ωB97M-V/def2-TZVPD.

The spin multiplicity is 1. Its lowest unoccupied orbital energy is 0.58 eV. The value obtained for the HOMO energy is -8.48 eV.

Last column: natural (NBO) charge in e.
Cartesian coordinates (Å):
O: -0.29773 1.42735 1.28714  -0.724
C: 0.30401 0.86845 2.19007  0.654
O: 0.86224 -0.27461 2.16470  -0.772
H: 0.38733 1.39137 3.16117  0.064
C: -0.54726 -0.73831 -0.62302  -0.148
C: -0.10777 0.08140 -1.56455  0.023
N: -0.79126 1.21251 -1.93871  -0.804
N: 0.38424 -1.58036 0.11206  -0.732
H: -1.46291 -0.57512 -0.09959  0.215
H: 0.83042 -0.11116 -2.06663  0.178
H: -0.26413 1.83813 -2.52439  0.379
H: -1.18354 1.69251 -1.13388  0.409
H: -0.01255 -2.48697 0.35155  0.400
H: 0.64697 -1.01872 1.08220  0.457
H: 1.25195 -1.72646 -0.39811  0.401

***

Version two
Below is an isolated molecule of C3H8N2O2, with properties calculated with ωB97M-V/def2-TZVPD.

Its SMILES is NC(=O)[C@H](N)CO. The spin multiplicity is 1. Its lowest unoccupied orbital energy is 0.69 eV. The value obtained for the HOMO energy is -9.45 eV.

Last column: natural (NBO) charge in e.
Cartesian coordinates (Å):
N: 0.98846 -0.97321 -0.25065  -0.851
C: 0.11179 0.19526 -0.37109  -0.176
C: 0.44135 1.26029 0.68657  -0.079
O: 1.85672 1.58322 0.64456  -0.719
C: -1.37940 -0.16277 -0.23281  0.660
N: -1.75577 -1.36110 -0.75366  -0.827
O: -2.19070 0.65842 0.16060  -0.601
H: 1.15883 -1.27092 0.70042  0.363
H: 1.79107 -0.77249 -0.81411  0.377
H: 0.28607 0.58619 -1.37098  0.219
H: -0.07754 2.20504 0.54114  0.208
H: 0.21891 0.93710 1.70866  0.168
H: 2.23317 0.89116 1.19480  0.457
H: -2.55110 -1.92093 -0.49278  0.404
H: -1.13186 -1.85527 -1.35065  0.397

***

Version three
Below is a structure of composition C3H8N2O2, with properties calculated with ωB97M-V/def2-TZVPD.

The spin multiplicity is 1. Its lowest unoccupied orbital energy is 0.64 eV. The value obtained for the HOMO energy is -9.43 eV.

Last column: natural (NBO) charge in e.
Cartesian coordinates (Å):
C: -0.34012 -2.63918 -0.35943  -0.279
C: -0.57131 -0.59447 0.89225  0.221
C: 0.42357 1.37987 -0.05604  0.706
H: 0.20183 -2.88288 0.58521  0.179
H: 0.21652 -1.99601 -1.12249  0.210
H: -0.64021 -3.58994 -0.68523  0.204
H: -1.26736 0.10409 1.34846  0.189
H: 0.30533 -0.80385 1.48003  0.157
H: 0.34499 1.19281 -2.47002  0.392
H: 1.91064 2.20265 -1.67429  0.424
H: 0.24472 3.17726 1.08339  0.387
N: 1.01145 1.69642 -1.38310  -0.937
N: 0.45258 1.99652 1.03138  -0.780
O: -1.24018 -1.56138 0.24075  -0.536
O: 0.16048 0.04488 -0.10871  -0.537

***

Stability check: which of them is most stable? version two.

***

Version one
Below is an isolated molecule of C3H8N2O2, with properties calculated with ωB97M-V/def2-TZVPD.

Its SMILES is CCO/C(N)=N/O. The spin multiplicity is 1. Its lowest unoccupied orbital energy is 0.95 eV. The value obtained for the HOMO energy is -6.99 eV.

Last column: natural (NBO) charge in e.
Cartesian coordinates (Å):
C: -0.84311 0.81974 -0.56835  -0.013
C: -2.08592 0.78759 0.27031  -0.662
N: 1.60636 0.13214 -0.43775  -0.498
C: 0.86963 -0.92024 -0.27586  0.742
N: 1.40330 -2.10230 0.15092  -0.798
O: 2.04158 0.87368 0.69359  -0.597
O: -0.38666 -0.88495 -0.61051  -0.533
H: 2.86893 1.26899 0.39154  0.468
H: 0.74759 -2.84971 0.30411  0.391
H: 2.27230 -2.02297 0.65432  0.411
H: -0.26934 1.70974 -0.33073  0.225
H: -1.00101 0.83046 -1.64190  0.197
H: -1.84348 0.76396 1.33013  0.219
H: -2.68511 1.67418 0.04443  0.227
H: -2.69507 -0.08032 0.02574  0.221

***

Version two
Below is an isolated molecule of C3H8N2O2, with properties calculated with ωB97M-V/def2-TZVPD.

Its SMILES is CN(C=O)[C@H](N)O. The spin multiplicity is 1. Its lowest unoccupied orbital energy is 0.67 eV. The value obtained for the HOMO energy is -9.41 eV.

Last column: natural (NBO) charge in e.
Cartesian coordinates (Å):
C: 0.78420 -0.52349 0.06388  0.434
C: -0.72714 1.09293 -0.98933  -0.436
N: 0.10375 0.67424 0.12872  -0.491
N: 1.04935 -1.04655 -1.17999  -0.809
C: -0.42005 0.90830 1.44658  0.597
O: -0.38321 -1.35969 1.06866  -0.905
O: -1.38726 1.60163 1.63908  -0.580
H: -0.06259 -2.09737 1.60402  0.458
H: 1.63743 -0.55732 0.74203  0.182
H: 1.65610 -1.85153 -1.18498  0.393
H: 0.25034 -1.15311 -1.79008  0.391
H: 0.33994 0.69570 2.21260  0.124
H: -0.10092 1.29119 -1.85907  0.207
H: -1.25924 1.98405 -0.66564  0.246
H: -1.48070 0.34101 -1.23648  0.189

***

Stability check: which of them is most stable? version two.

***

Version one
Below is a cluster of 3 separate species, C3H8N2O2 in total, with properties calculated with ωB97M-V/def2-TZVPD.

Its SMILES is CC#N.C=O.NO. The spin multiplicity is 1. Its lowest unoccupied orbital energy is 0.19 eV. The value obtained for the HOMO energy is -8.81 eV.

Last column: natural (NBO) charge in e.
Cartesian coordinates (Å):
C: -0.84055 -1.67545 -1.12978  0.283
C: 2.65888 -0.23822 -0.49510  -0.725
C: 1.54631 0.36963 0.17371  0.298
N: -2.13802 1.81159 1.68977  -0.530
O: -2.49179 1.52752 0.34293  -0.606
O: -1.42323 -1.26416 -0.16596  -0.497
N: 0.66785 0.85772 0.70787  -0.342
H: -2.08025 0.67898 0.08271  0.464
H: -1.11667 1.78879 1.74804  0.348
H: -2.51381 1.05794 2.27457  0.317
H: -0.62804 -2.75132 -1.28384  0.111
H: -0.48783 -1.01029 -1.93514  0.111
H: 3.54488 -0.15728 0.11843  0.261
H: 2.84342 0.28791 -1.44297  0.259
H: 2.45884 -1.28336 -0.68526  0.249

***

Version two
Below is an isolated molecule of C3H8N2O2, with properties calculated with ωB97M-V/def2-TZVPD.

Its SMILES is NCCN=C(O)O. The spin multiplicity is 1. Its lowest unoccupied orbital energy is 0.61 eV. The value obtained for the HOMO energy is -8.82 eV.

Last column: natural (NBO) charge in e.
Cartesian coordinates (Å):
C: -1.32649 -0.05390 -0.31029  -0.267
C: -1.08138 -0.80828 0.98932  -0.216
C: 0.82348 0.79066 -0.61817  0.806
N: 0.48350 -1.06175 1.12605  -0.910
O: 1.74902 1.76587 -0.52041  -0.703
O: 1.20262 -0.13193 -1.53112  -0.699
N: -0.40742 1.09010 -0.31428  -0.584
H: 1.28607 2.53477 -0.14778  0.509
H: 1.96913 0.22923 -2.00202  0.500
H: 0.91472 -0.25656 1.57501  0.389
H: 0.84028 -1.71263 0.42626  0.394
H: -1.16996 -0.70901 -1.17653  0.183
H: -2.35190 0.33026 -0.33243  0.201
H: -1.54756 -1.79502 0.98330  0.197
H: -1.38412 -0.21182 1.85307  0.198

***

Stability check: which of them is most stable? version two.